1.
{
  "formula": "C16H21Br4N3O5PPt",
  "method": "ωB97M-V/def2-TZVPD",
  "symbols": ["Pt", "Br", "C", "C", "Br", "C", "Br", "C", "O", "C", "O", "C", "Br", "O", "C", "C", "C", "C", "C", "C", "C", "C", "N", "H", "H", "H", "H", "H", "H", "H", "H", "H", "H", "H", "N", "C", "P", "O", "O", "C", "N", "H", "H", "H", "H", "H", "H", "H", "H", "H", "H"],
  "positions_angstrom": [[-0.88489, 0.17867, 0.00101], [1.23196, -6.61529, -0.07618], [1.40211, -4.76227, 0.18959], [2.52856, -4.22821, 0.79778], [3.91234, -5.34752, 1.40295], [2.62753, -2.84598, 0.95810], [4.17934, -2.04101, 1.66968], [1.61664, -1.97130, 0.55862], [1.73241, -0.66761, 0.68650], [0.45597, -2.52600, -0.02918], [-0.58028, -1.76287, -0.47064], [0.38611, -3.90012, -0.22970], [-1.14627, -4.56298, -1.12489], [-1.30072, -0.61581, 1.85943], [-1.19275, 0.27661, 3.00000], [-2.50756, 0.98432, 3.25347], [-3.09837, 1.56089, 1.96393], [-2.21797, 2.58359, 1.31542], [-2.35077, 3.92553, 1.64251], [-1.58601, 4.87943, 1.00113], [-0.70484, 4.46009, 0.01855], [-0.59836, 3.11389, -0.24858], [-1.31541, 2.17454, 0.39704], [-2.09297, -1.16320, 1.94777], [-0.38867, 0.95540, 2.72526], [-0.86737, -0.29898, 3.86546], [-2.33064, 1.75990, 4.00173], [-3.23711, 0.29279, 3.68343], [-4.07655, 1.99659, 2.16381], [-3.25724, 0.75891, 1.24122], [-3.08078, 4.20666, 2.38938], [-1.69115, 5.92778, 1.24515], [-0.10330, 5.16120, -0.54135], [0.06068, 2.74459, -1.01702], [2.77224, 0.94878, -0.78749], [2.65983, 0.45884, -2.18077], [0.94091, 0.40499, -2.85414], [0.89035, 1.20040, -4.08875], [-0.05671, 0.75849, -1.73861], [0.65255, -1.37765, -3.27195], [-0.78740, -1.71960, -3.09248], [2.41051, 1.89475, -0.70688], [3.74378, 0.96389, -0.48754], [2.12790, 0.24699, 0.03097], [3.10587, -0.53556, -2.22536], [3.21181, 1.11189, -2.85668], [1.22259, -2.05930, -2.64090], [0.92631, -1.52310, -4.31508], [-0.91549, -1.84042, -2.03381], [-1.03220, -2.59056, -3.55953], [-1.39653, -0.97506, -3.43236]],
  "forces_ev_per_angstrom": [[0.70, -0.23, -0.02], [0.01, -0.03, 0.00], [-0.15, -0.05, -0.09], [0.08, 0.07, 0.11], [0.00, -0.01, -0.02], [0.15, -0.01, 0.02], [-0.03, -0.01, -0.01], [-0.03, 0.31, -0.59], [-0.67, 0.41, 0.97], [-0.23, 0.01, -0.12], [0.21, 0.25, -0.07], [0.04, -0.01, 0.08], [-0.04, -0.04, 0.01], [-0.18, 0.12, 0.26], [0.03, 0.05, 0.10], [-0.01, -0.05, -0.05], [0.00, -0.06, -0.02], [-0.03, -0.07, -0.10], [-0.03, -0.02, -0.03], [0.00, 0.01, -0.01], [0.01, 0.03, 0.01], [0.08, -0.06, 0.04], [-0.01, 0.00, 0.06], [0.05, -0.10, -0.16], [-0.01, 0.05, 0.05], [-0.02, -0.11, -0.07], [-0.06, 0.05, -0.03], [0.07, -0.04, 0.05], [0.05, 0.08, 0.06], [-0.12, 0.01, 0.02], [0.00, 0.00, 0.00], [0.00, 0.00, 0.00], [0.00, 0.00, -0.01], [-0.01, 0.01, 0.00], [-0.34, 0.74, -0.03], [-0.02, 0.02, 0.19], [0.18, -0.22, 0.10], [-0.17, 0.04, 0.02], [-0.22, 0.12, -0.24], [0.06, 0.03, -0.07], [-0.02, 0.06, 0.23], [0.17, 0.12, -0.16], [-0.03, -0.05, 0.02], [0.53, -1.34, -0.51], [0.01, -0.01, 0.03], [0.00, -0.06, -0.05], [-0.01, 0.00, 0.02], [0.06, 0.02, 0.01], [-0.05, 0.01, -0.03], [-0.01, -0.04, 0.05], [0.00, -0.02, -0.03]],
  "mol_weight_g_mol": 881.03,
  "total_charge": 1,
  "homo_energy_ev": -10.2,
  "e_above_lowest_kcal_mol": 13.81,
  "homo_lumo_gap_ev": 7.2932
}

=====

2.
{
  "formula": "C4H8NO3",
  "method": "ωB97M-V/def2-TZVPD",
  "symbols": ["C", "C", "O", "O", "H", "H", "H", "C", "C", "O", "N", "H", "H", "H", "H", "H"],
  "positions_angstrom": [[2.21491, -1.99594, -0.35614], [1.44631, -0.84022, -1.00585], [0.56133, -0.42139, -0.25316], [1.78743, -0.32021, -2.07348], [1.66242, -2.81678, -0.44357], [2.07222, -1.59589, 0.69549], [3.24331, -2.14326, -0.72792], [-1.04273, 1.69320, 1.36321], [-2.05316, 0.91706, 0.49217], [-3.16622, 0.69891, 0.67524], [-1.63694, 0.82223, -0.86476], [-2.23056, 0.19229, -1.43753], [-0.60062, 0.51683, -0.96418], [-0.58629, 2.60140, 0.92371], [-0.18945, 1.04058, 1.45682], [-1.48198, 1.65121, 2.51995]],
  "forces_ev_per_angstrom": [[1.91, 4.03, 1.23], [1.61, 0.21, -0.64], [-1.57, 0.46, 1.15], [0.33, -0.30, -0.89], [-2.19, -3.72, -0.35], [1.10, -1.17, -0.80], [-0.44, 0.16, 0.35], [-0.94, -1.71, 3.01], [5.52, 2.94, -4.97], [-6.38, -1.58, 3.33], [1.82, -0.90, 0.07], [0.34, 0.73, 0.91], [-1.51, 0.46, 0.36], [-1.07, -0.20, 0.45], [0.47, -0.44, -0.14], [1.01, 1.02, -3.06]],
  "mol_weight_g_mol": 118.11,
  "total_charge": -1,
  "homo_energy_ev": -4.6,
  "e_above_lowest_kcal_mol": 43.78,
  "homo_lumo_gap_ev": 8.5684
}

=====

3.
{
  "formula": "C9H9GaI2NO5SSm",
  "method": "ωB97M-V/def2-TZVPD",
  "symbols": ["I", "I", "Ga", "Sm", "S", "C", "C", "C", "C", "C", "C", "C", "C", "O", "O", "O", "O", "H", "H", "H", "H", "H", "H", "H", "H", "H", "O", "C", "N"],
  "positions_angstrom": [[3.75378, -1.80145, 0.68050], [3.13240, 0.78153, 2.00468], [-0.35907, 1.74224, -1.44489], [0.76207, -0.83582, 1.01191], [1.32011, 0.32139, -1.94024], [-1.83396, -0.56167, -0.09749], [-1.74071, -2.04189, 1.51248], [0.72392, 0.01347, -3.66457], [1.29069, 1.11583, -4.55557], [-0.81268, 0.02985, -3.70528], [1.24350, -1.34583, -4.12238], [-1.43270, 0.84839, 0.17078], [-1.92507, 2.73414, -1.74135], [-2.61186, -2.54414, 2.11017], [-2.53019, -0.99329, -0.99863], [-1.85907, 1.46253, 1.16670], [-2.95214, 3.26800, -1.87744], [0.97955, 0.95067, -5.59599], [2.38190, 1.11468, -4.51790], [0.95342, 2.11338, -4.25271], [-1.14374, -0.08092, -4.75196], [-1.25974, 0.99100, -3.35640], [-1.22932, -0.78405, -3.09372], [0.92962, -1.52253, -5.16432], [0.84092, -2.14058, -3.48332], [2.33606, -1.37618, -4.06388], [0.38556, 0.12921, 5.22129], [0.34952, -0.48306, 4.20583], [0.30712, -1.10490, 3.16189]],
  "forces_ev_per_angstrom": [[-0.39, 1.64, 0.95], [0.82, -1.36, -0.81], [2.75, -2.60, -0.34], [1.08, -1.23, 2.53], [-0.54, 0.95, 1.17], [-6.04, -4.23, -6.65], [-5.03, -2.74, 3.78], [-0.85, 0.29, -1.80], [0.32, 0.21, 0.19], [0.30, -0.70, 0.26], [0.18, -0.33, 0.70], [-1.18, 4.76, 4.37], [-8.45, 5.70, -1.70], [4.85, 2.66, -3.36], [4.39, 2.23, 5.72], [1.81, -2.80, -3.52], [6.04, -3.21, 0.82], [0.03, -0.03, 0.26], [-0.05, 0.04, -0.12], [-0.06, 0.03, -0.05], [-0.09, 0.09, 0.40], [0.04, 0.19, -0.17], [-0.03, 0.18, -0.37], [0.12, 0.11, 0.35], [0.04, -0.06, -0.28], [-0.12, -0.05, -0.22], [-0.06, -2.07, -3.44], [-0.05, 2.52, 4.86], [0.17, -0.22, -3.53]],
  "mol_weight_g_mol": 717.13,
  "total_charge": 4,
  "homo_energy_ev": [-22.6, -22.9],
  "spin_multiplicity": 6,
  "homo_lumo_gap_ev": [4.6484, 5.1080],
  "s_squared": 8.81
}

=====

4.
{
  "formula": "C16H21Cl5F3IrN4O7Se",
  "method": "ωB97M-V/def2-TZVPD",
  "symbols": ["Ir", "N", "C", "C", "C", "N", "C", "C", "N", "C", "H", "H", "H", "H", "H", "H", "H", "H", "H", "H", "H", "H", "H", "H", "H", "H", "Cl", "C", "C", "C", "Cl", "C", "Cl", "C", "Cl", "C", "Cl", "F", "C", "F", "F", "C", "O", "O", "C", "C", "N", "O", "H", "H", "H", "H", "H", "O", "Se", "O", "O", "O"],
  "positions_angstrom": [[-0.39645, -0.28604, 0.75490], [-0.13204, 1.35466, -2.36481], [-0.47144, 2.79462, -2.23859], [0.49656, 3.47689, -1.28186], [0.21731, 3.25567, 0.20183], [0.60202, 1.91865, 0.69938], [-1.24008, 3.55846, 0.53564], [-2.22878, 2.77702, -0.32688], [-2.24197, 1.35634, 0.10898], [-1.93455, 2.97648, -1.82385], [0.89919, 1.14040, -2.55559], [-0.70829, 0.89146, -3.05190], [-0.32072, 0.87738, -1.49241], [-0.32295, 3.21861, -3.23025], [0.43450, 4.55220, -1.46379], [1.52027, 3.17279, -1.52359], [0.83198, 3.98521, 0.73346], [0.69089, 1.99963, 1.73178], [1.54161, 1.68202, 0.38940], [-1.41651, 4.62622, 0.38734], [-1.42074, 3.34076, 1.59246], [-3.22175, 3.19804, -0.14981], [-2.98409, 0.83939, -0.35372], [-2.43007, 1.33030, 1.11020], [-2.21632, 4.00340, -2.06902], [-2.57604, 2.32040, -2.42277], [-1.62226, -2.38894, 2.58398], [-2.54887, -2.41530, 1.12846], [-2.15873, -1.57925, 0.07923], [-2.85851, -1.75623, -1.10397], [-2.46711, -0.82348, -2.52654], [-3.90909, -2.67054, -1.24277], [-4.72334, -2.86635, -2.74595], [-4.29799, -3.44049, -0.15221], [-5.60225, -4.54971, -0.28783], [-3.60899, -3.31066, 1.04774], [-4.05273, -4.26463, 2.40635], [4.48495, -0.76776, -2.66744], [3.95358, -0.60430, -1.45596], [4.76010, 0.20430, -0.74676], [3.93248, -1.80264, -0.84984], [2.53524, 0.01614, -1.51825], [2.28848, 0.67881, -2.55355], [1.83740, -0.18707, -0.49922], [1.64452, -4.29644, -0.75328], [1.19828, -3.16310, 0.13406], [1.77583, -3.07472, 1.32951], [0.31525, -2.38026, -0.27636], [1.50752, -5.25340, -0.24826], [2.70299, -4.17396, -0.98993], [1.06572, -4.28483, -1.67102], [2.52778, -3.69467, 1.56651], [1.58151, -2.28615, 1.94027], [-0.00284, -0.21433, 4.96496], [0.21066, 0.42886, 3.52380], [0.93287, 1.87974, 3.47085], [-1.21993, 0.61102, 2.63675], [1.02606, -0.59429, 2.46274]],
  "forces_ev_per_angstrom": [[-0.72, -0.15, -0.36], [-0.62, 0.35, -0.04], [-0.13, 0.08, 0.09], [0.15, -0.15, 0.03], [-0.18, 0.03, 0.08], [0.14, -0.18, 0.09], [0.01, -0.15, 0.03], [0.10, -0.05, 0.12], [0.02, 0.27, -0.38], [0.03, -0.22, 0.14], [0.59, -0.01, -0.06], [-0.17, -0.08, -0.26], [-0.19, -0.28, 0.52], [-0.04, 0.00, -0.09], [0.00, -0.01, -0.02], [-0.03, 0.07, 0.00], [0.05, 0.03, 0.09], [0.07, 0.16, -0.08], [-0.04, -0.02, -0.07], [0.00, 0.02, 0.00], [0.01, 0.04, -0.03], [-0.08, 0.02, -0.01], [0.07, 0.03, -0.02], [-0.02, 0.00, -0.01], [-0.01, -0.02, 0.00], [0.01, 0.07, 0.01], [0.05, -0.16, 0.16], [0.00, 0.05, -0.20], [0.30, 0.10, 0.41], [-0.08, 0.01, 0.15], [0.12, 0.09, -0.01], [0.05, 0.02, 0.01], [-0.04, 0.01, -0.03], [-0.02, 0.03, -0.09], [0.00, 0.00, -0.01], [0.04, -0.04, 0.09], [-0.02, -0.02, -0.03], [0.08, -0.03, 0.05], [-0.09, 0.01, 0.02], [0.02, -0.09, -0.04], [0.09, 0.04, -0.03], [-0.22, -0.07, 0.35], [0.22, -0.21, 0.26], [0.30, 0.18, -0.77], [0.03, 0.05, 0.04], [-0.17, 0.09, -0.16], [-0.12, 0.08, -0.15], [0.38, -0.21, 0.47], [0.02, 0.02, 0.00], [-0.03, -0.03, 0.00], [-0.01, 0.01, -0.01], [0.03, -0.05, 0.00], [-0.04, 0.11, 0.04], [-0.08, -0.16, 0.01], [0.08, 0.41, 0.75], [0.03, -0.04, 0.04], [0.12, -0.16, -0.50], [-0.03, 0.11, -0.58]],
  "mol_weight_g_mol": 886.80,
  "homo_energy_ev": [-8.5, -9.2],
  "e_above_lowest_kcal_mol": 0.00,
  "spin_multiplicity": 5,
  "homo_lumo_gap_ev": [8.3570, 7.2907],
  "s_squared": 6.01
}